Density functional theory data (ωB97M-V/def2-TZVPD) for a cluster of 2 separate species, C6H11NO in total.

Its total charge is 0. The HOMO energy is -9.17 eV. Its SMILES is C=CC(N)=O.C=CC. Its spin multiplicity is 1.

Positions of all 19 atoms, in Å:
C: -1.7336 -1.8884 0.8228
C: -1.3262 -0.6027 0.7582
C: 0.0857 -0.2743 1.3099
N: -0.0111 0.7542 2.2723
O: 0.8099 -1.2510 1.5847
H: -2.7526 -2.2493 0.8118
H: -1.1400 -2.6051 1.3773
H: -2.1238 0.1251 0.8881
H: 0.5148 0.6585 3.1279
H: -0.8530 1.3095 2.3073
C: 0.0434 1.5745 -1.1012
C: 1.2058 0.8008 -1.0319
C: 1.4334 -0.2337 -2.1089
H: -0.8598 1.2732 -1.6135
H: 0.1367 2.6494 -1.1882
H: 2.1033 1.4189 -0.9640
H: 1.5535 -1.2287 -1.6843
H: 2.3073 -0.0923 -2.7493
H: 0.6060 -0.1386 -2.8193

Forces on the atoms, in the same order (eV/Å):
C 0.44 0.65 1.48
C -0.11 -0.91 0.50
C -2.10 -3.06 4.77
N 0.28 0.07 -1.54
O 0.24 2.26 -1.87
H -0.37 0.68 -0.57
H 0.84 -0.22 -1.01
H 0.29 0.50 -1.11
H 0.10 -0.09 -0.32
H 0.30 -0.02 -0.11
C 2.67 -1.05 -1.06
C -1.56 3.63 -3.14
C -0.79 -1.25 0.37
H -0.11 -0.79 0.24
H 0.04 0.29 1.49
H -0.07 -0.15 1.28
H -0.29 -0.35 -0.27
H 0.27 0.57 0.61
H -0.07 -0.75 0.26

***

Density functional theory data (ωB97M-V/def2-TZVPD) for an isolated molecule of C6H11NO.

Its total charge is 0. The HOMO energy is -8.83 eV. Its SMILES is CCN1CCCC1=O. Its spin multiplicity is 1.

Positions of all 19 atoms, in Å:
C: -2.6257 0.2647 0.0846
C: -1.4787 -0.7645 -0.1629
N: -0.2228 -0.2221 -0.1033
C: 1.0177 -1.1166 0.0132
C: 2.1971 -0.2012 -0.1413
C: 1.6589 1.1544 0.0746
C: 0.1775 1.1305 -0.0915
O: -0.5301 2.1104 -0.2465
H: -3.5214 -0.4024 0.0498
H: -2.5214 1.0769 -0.5072
H: -2.3695 0.7274 1.2198
H: -1.5245 -1.5481 0.4230
H: -1.6965 -1.2300 -1.3435
H: 0.8764 -1.4896 1.1262
H: 0.8844 -1.8565 -0.5573
H: 2.6432 -0.3258 -1.1449
H: 3.0050 -0.4753 0.2030
H: 1.8109 1.2972 1.3221
H: 2.2193 1.8707 -0.2180

Forces on the atoms, in the same order (eV/Å):
C 1.42 -3.20 5.24
C -2.63 2.95 -6.48
N 4.86 2.24 -0.09
C -2.08 5.46 7.55
C -6.58 1.00 -6.17
C -2.05 -3.91 7.23
C -1.00 -0.79 -1.16
O 0.28 -0.42 0.27
H 0.25 1.38 0.10
H -0.36 2.20 -2.20
H -1.23 -1.36 -2.79
H -0.56 -4.03 3.16
H 0.56 1.02 2.87
H 0.85 0.27 -1.89
H -0.51 -5.79 -4.72
H -1.17 0.42 -0.90
H 7.62 -2.48 5.58
H -0.73 -0.14 -2.82
H 3.07 5.16 -2.78

***

Density functional theory data (ωB97M-V/def2-TZVPD) for a cluster of 3 separate species, C6H11NO in total.

Its total charge is 0. The HOMO energy (alpha / beta) is -6.70 / -6.89 eV. Its spin multiplicity is 1.

Positions of all 19 atoms, in Å:
C: 0.3425 -0.2423 0.5083
C: -2.2983 -1.8552 0.2384
C: 3.1604 0.7152 -0.1984
N: -1.5036 -1.0601 1.1530
C: 1.7584 1.1346 -0.6009
C: -0.6427 0.5115 -0.0331
C: -1.3468 1.3980 -0.6600
O: 1.5465 2.0044 -1.3969
H: -2.0863 -0.4545 1.7290
H: 0.7115 -0.0243 1.5019
H: 0.6608 -1.1536 0.0187
H: -3.0433 -1.2857 -0.3392
H: -2.8448 -2.6490 0.7695
H: -1.6396 -2.3541 -0.4809
H: 3.3058 -0.3364 -0.4554
H: 3.9151 1.3295 -0.6984
H: 3.2625 0.8112 0.8850
H: -2.4298 1.3628 -0.6845
H: -0.8284 2.1481 -1.2560

Forces on the atoms, in the same order (eV/Å):
C 2.52 1.75 -1.28
C -0.26 0.03 -0.03
C 0.04 0.18 -0.05
N -0.46 0.69 -0.55
C 0.47 -0.48 0.20
C -1.81 -1.34 1.15
C 0.04 -0.09 -0.27
O -0.28 -0.43 0.45
H -0.11 -0.10 0.00
H -0.11 -0.14 -0.07
H -0.12 0.00 0.13
H 0.06 -0.07 0.05
H 0.09 0.07 -0.03
H -0.01 0.04 0.05
H -0.04 0.03 0.04
H -0.06 -0.04 0.02
H -0.02 -0.05 -0.04
H 0.05 0.01 0.13
H 0.00 -0.08 0.11

***

Density functional theory data (ωB97M-V/def2-TZVPD) for an isolated molecule of C6H11NO.

Its total charge is 0. The HOMO energy is -8.10 eV. Its spin multiplicity is 1.

Positions of all 19 atoms, in Å:
C: -0.4444 0.2792 0.3743
C: -1.2068 -0.7574 0.0908
C: 1.2239 -0.9213 0.5189
C: -0.4364 1.7444 0.2938
C: -2.6653 -0.7849 -0.0690
C: 2.4390 -0.2930 -0.0568
N: 0.7251 -2.0571 -0.1316
O: -0.6711 -2.0406 0.0390
H: 1.2730 -1.0621 1.5790
H: -0.0463 2.3370 1.1371
H: -1.3872 2.2503 0.2892
H: 0.2161 2.0041 -0.4792
H: -3.1553 -0.1103 -0.8993
H: -3.3963 -0.5041 0.7371
H: -2.9577 -1.8279 -0.3584
H: 3.0930 -1.0545 -0.2487
H: 3.0556 0.4248 0.6858
H: 2.3778 0.2948 -0.9752
H: 0.8756 -2.2538 -1.0880

Forces on the atoms, in the same order (eV/Å):
C 3.22 -3.15 0.19
C 0.03 1.70 0.65
C -2.39 3.26 -0.67
C -0.27 0.35 1.95
C -3.75 -0.21 -1.89
C 0.99 3.31 1.70
N -0.78 -0.07 1.64
O -0.72 -0.77 0.06
H -0.03 -0.12 0.52
H 0.54 -0.98 0.41
H -0.85 -0.26 -1.02
H 0.60 0.79 -1.69
H 1.63 -1.12 1.03
H 1.48 -0.32 0.11
H 0.12 0.85 0.20
H 2.12 -2.08 -0.64
H -1.75 -1.65 -1.33
H -0.66 -0.17 0.01
H 0.48 0.64 -1.23

***

Density functional theory data (ωB97M-V/def2-TZVPD) for an isolated molecule of C6H11NO.

Its total charge is 0. The HOMO energy is -9.10 eV. Its SMILES is C1COC[C@H]2CN2C1. Its spin multiplicity is 1.

Positions of all 19 atoms, in Å:
C: -1.0716 1.0341 0.4207
C: -1.8525 -0.0875 -0.4281
O: -1.4653 -1.3637 -0.3935
C: -0.0426 -1.7138 0.1269
C: 0.9819 -0.8275 0.3619
C: 2.2382 -0.3702 -0.2906
N: 0.9939 0.1960 -0.6734
C: 0.3743 1.4235 -0.3069
H: -0.8585 0.6817 1.4185
H: -1.7973 1.7808 0.7747
H: -3.1278 0.1245 -0.1479
H: -1.9387 0.2488 -1.6647
H: -0.0546 -2.0278 1.1221
H: 0.4261 -2.4456 -0.4517
H: 0.6774 -0.1358 1.3877
H: 2.6107 -1.0991 -0.8585
H: 2.9402 0.4579 0.2518
H: 0.9055 2.0102 0.4999
H: 0.0607 2.1134 -1.1488

Forces on the atoms, in the same order (eV/Å):
C 0.40 -1.19 -1.42
C -3.58 5.11 -2.31
O 3.44 -2.27 1.55
C -3.08 -2.66 -0.42
C -0.08 9.01 3.90
C -0.21 4.85 3.45
N -0.33 -0.42 -2.08
C -2.63 1.78 1.81
H 0.29 -0.84 0.17
H 0.43 0.68 -1.35
H 3.58 -1.28 -0.35
H 0.60 -0.43 3.27
H -1.83 -1.97 1.49
H -0.63 -1.82 -1.59
H 1.89 -2.40 -2.22
H 2.09 -2.10 -2.84
H -1.35 -2.70 -0.86
H 0.01 -0.37 -0.84
H 1.00 -0.98 0.63

***

Density functional theory data (ωB97M-V/def2-TZVPD) for an isolated molecule of C6H11NO.

Its total charge is 0. The HOMO energy is -8.35 eV. Its SMILES is CN1C[C@@H]2C[C@@]2(O)C1. Its spin multiplicity is 1.

Positions of all 19 atoms, in Å:
C: -0.6839 -1.9163 1.1842
N: -0.6408 -0.5177 0.6951
C: 0.6913 0.2677 1.0738
C: 1.1537 0.6303 -0.3078
C: 1.0018 1.5812 -1.5521
C: -0.1939 0.9435 -0.9671
O: -0.7818 1.9647 -0.2005
C: -0.9365 -0.3429 -0.7787
H: -0.0734 -2.5490 0.5515
H: -1.7242 -2.3334 1.1950
H: -0.1697 -1.9962 2.2498
H: 0.5613 1.0675 1.7810
H: 1.3363 -0.4209 1.5985
H: 1.5848 -0.2406 -0.8235
H: 0.8849 2.6709 -1.6025
H: 1.5559 1.1500 -2.4363
H: -1.0734 1.5324 0.5979
H: -2.0339 -0.3031 -0.8959
H: -0.4584 -1.1880 -1.3623

Forces on the atoms, in the same order (eV/Å):
C 0.57 0.64 1.57
N 0.42 0.02 1.26
C -0.66 -1.17 -0.85
C 0.61 -0.06 -1.57
C 0.50 -0.23 -0.96
C 0.28 0.16 0.20
O -0.58 0.56 -0.57
C 0.77 -1.11 0.35
H 0.21 -0.45 -0.39
H 0.89 0.49 0.20
H -1.47 0.29 -2.05
H -0.69 0.49 0.04
H 0.43 -0.37 -0.20
H -0.17 0.02 0.66
H 0.43 -0.45 0.40
H -0.79 0.47 1.16
H -0.57 -0.10 0.61
H 0.54 -0.01 -0.20
H -0.72 0.82 0.32

***

Density functional theory data (ωB97M-V/def2-TZVPD) for an isolated molecule of C6H11NO.

Its total charge is 0. The HOMO energy is -9.01 eV. Its SMILES is CC(=O)N1CCCC1. Its spin multiplicity is 1.

Positions of all 19 atoms, in Å:
C: -2.5166 -0.1210 0.5539
C: -1.2876 -0.4127 -0.2622
O: -1.2904 -1.5240 -0.7881
N: -0.1895 0.4172 -0.2670
C: 0.3738 0.8648 1.0311
C: 1.8303 0.4469 1.0768
C: 2.1810 0.0090 -0.4243
C: 0.9148 0.2059 -1.2457
H: -3.0337 0.7339 0.0940
H: -3.2149 -0.9333 0.6117
H: -2.2090 0.0781 1.5976
H: -0.2230 0.3889 1.8394
H: 0.1556 1.9368 1.0895
H: 2.2020 -0.2590 1.8042
H: 2.3908 1.3608 1.2768
H: 3.1234 0.2746 -0.8731
H: 2.1465 -1.0971 -0.1775
H: 0.6054 -0.6796 -1.8120
H: 0.9505 1.0788 -1.9086

Forces on the atoms, in the same order (eV/Å):
C 0.43 1.69 0.70
C 0.00 -2.90 0.39
O 0.40 0.76 -0.95
N 0.49 0.23 0.00
C -1.97 -0.47 0.43
C 1.40 2.43 -1.92
C -1.71 -3.00 2.32
C -1.09 0.21 0.14
H 0.13 0.05 0.55
H 0.08 -0.62 -0.43
H -0.38 0.44 -0.46
H 0.48 0.33 -0.39
H 0.74 -0.02 0.33
H -0.61 -0.44 0.12
H 0.16 0.08 0.24
H 0.16 0.34 0.10
H 0.75 0.80 -1.14
H 0.45 0.24 -0.10
H 0.09 -0.12 0.08

***

Density functional theory data (ωB97M-V/def2-TZVPD) for an isolated molecule of C6H11NO.

Its total charge is 0. The HOMO energy is -7.41 eV. Its SMILES is C=C/C(C)=C(\N)OC. Its spin multiplicity is 1.

Positions of all 19 atoms, in Å:
C: -1.6203 2.2136 0.5222
C: -1.7099 0.8800 0.5849
C: -0.7248 -0.1176 0.2026
C: -0.9661 -1.5478 0.6152
C: 0.3351 0.2150 -0.5579
N: 0.7184 1.2454 -1.3475
O: 1.3066 -0.7780 -1.0609
C: 2.3328 -1.1057 -0.1093
H: -2.4185 2.8379 0.8942
H: -0.7145 2.7284 0.2406
H: -2.6427 0.4556 0.9478
H: -0.3973 -2.2406 -0.0030
H: -0.7059 -1.7127 1.6653
H: -2.0241 -1.7959 0.5133
H: 1.4950 0.4199 -1.8543
H: -0.0253 1.8799 -1.6089
H: 2.8326 -0.1921 0.2215
H: 3.0315 -1.7693 -0.6152
H: 1.8977 -1.6161 0.7494

Forces on the atoms, in the same order (eV/Å):
C 0.08 -0.11 0.29
C -0.11 0.22 -0.08
C 0.48 -0.08 -0.04
C 0.12 0.12 0.17
C 0.32 -1.37 -1.32
N 1.59 -1.24 -0.07
O -0.54 -0.60 1.65
C -0.23 -0.04 -0.02
H -0.16 -0.02 -0.12
H 0.13 0.00 -0.09
H 0.00 0.03 0.06
H 0.00 -0.02 0.04
H 0.01 -0.10 -0.02
H -0.01 0.02 -0.05
H -2.08 3.13 0.12
H 0.31 0.06 -0.55
H 0.05 -0.07 -0.01
H 0.00 0.05 0.03
H 0.03 -0.02 0.01

***

Density functional theory data (ωB97M-V/def2-TZVPD) for a cluster of 3 separate species, C6H11NO in total.

Its total charge is 0. The HOMO energy (alpha / beta) is -6.95 / -6.39 eV. Its spin multiplicity is 1.

Positions of all 19 atoms, in Å:
C: -2.6204 0.1219 0.2179
C: 0.7548 -0.3895 -1.8364
C: 2.4612 -1.0358 0.7949
C: 0.6219 -0.0877 0.8206
C: -1.4129 1.0203 0.1484
C: 0.6025 -0.1896 -0.4034
O: 0.4676 0.1479 2.1022
N: -1.5280 2.2000 -0.2840
H: -0.3980 0.6134 2.1383
H: -0.6463 2.7159 -0.2954
H: -2.4163 -0.8108 -0.3148
H: -2.8417 -0.1514 1.2532
H: -3.5006 0.6037 -0.2208
H: 1.6962 0.0258 -2.2016
H: 0.7111 -1.4479 -2.1001
H: 2.7720 -1.4669 -0.1497
H: 3.0829 -0.2133 1.1269
H: 2.2547 -1.7877 1.5465
H: -0.0606 0.1315 -2.3428

Forces on the atoms, in the same order (eV/Å):
C -0.01 -0.12 -0.11
C -0.07 0.00 -0.15
C -0.61 0.33 0.76
C 3.51 -1.76 -0.36
C -0.55 0.40 -0.49
C -1.88 1.07 0.29
O -0.71 0.21 -0.43
N 0.13 -0.22 0.21
H 0.03 0.12 0.15
H 0.00 -0.09 -0.04
H -0.01 0.03 0.05
H 0.03 0.01 -0.02
H 0.08 0.02 0.05
H -0.03 0.01 0.08
H -0.03 0.05 0.02
H -0.19 0.12 -0.12
H 0.10 -0.08 0.06
H 0.15 -0.02 0.09
H 0.06 -0.06 -0.04

***

Density functional theory data (ωB97M-V/def2-TZVPD) for an isolated molecule of C6H11NO.

Its total charge is 0. The HOMO energy is -8.79 eV. Its SMILES is CN1CCC[C@H]1C=O. Its spin multiplicity is 1.

Positions of all 19 atoms, in Å:
C: 1.0524 0.5508 1.7003
N: 0.8021 0.3556 0.2769
C: -0.1811 1.3724 -0.2783
C: -1.4788 0.6369 -0.6425
C: -1.2634 -0.8306 -0.2704
C: 0.2425 -0.9493 -0.1046
C: 1.1437 -1.3773 -1.2685
O: 1.5478 -2.5141 -1.3273
H: 1.8894 1.2213 1.9024
H: 1.4128 -0.3345 2.2374
H: 0.1471 0.9256 2.1811
H: 0.3556 1.7121 -1.1668
H: -0.2210 2.2220 0.3977
H: -1.5753 0.7726 -1.7244
H: -2.3594 1.1399 -0.2445
H: -1.6735 -1.4812 -1.0452
H: -1.7993 -1.1655 0.6167
H: 0.4506 -1.6914 0.6671
H: 1.5077 -0.5652 -1.9071

Forces on the atoms, in the same order (eV/Å):
C 0.19 -0.17 0.37
N -1.02 0.28 0.31
C 2.01 -0.70 -0.01
C 0.06 0.91 -0.50
C -0.59 0.02 -0.77
C 0.98 -0.14 0.50
C -0.61 -0.99 0.93
O 0.05 0.48 -0.55
H -0.23 0.54 -0.40
H -0.49 -0.33 -0.46
H 0.05 0.02 0.44
H -0.53 0.36 -0.20
H -0.37 -0.02 0.14
H -0.16 -0.39 0.04
H -0.02 -0.32 0.38
H 0.26 -0.05 -0.16
H 0.21 0.39 0.32
H 0.15 0.01 0.01
H 0.06 0.09 -0.38

***

Density functional theory data (ωB97M-V/def2-TZVPD) for an isolated molecule of C6H11NO.

Its total charge is 0. The HOMO energy is -9.45 eV. Its SMILES is CC1(C)CCN1C=O. Its spin multiplicity is 1.

Positions of all 19 atoms, in Å:
C: 0.3066 1.7862 -0.5418
C: 0.1622 0.2855 -0.3339
C: -0.5686 -0.2541 -1.5676
C: 1.4137 -0.5889 0.0310
C: 0.6531 -1.2129 1.2521
N: -0.3950 -0.2119 1.0919
C: -1.7171 -0.2538 1.5408
O: -2.7091 0.3743 1.2578
H: 1.2983 2.1754 -0.1724
H: -0.4675 2.4209 -0.0879
H: 0.3427 2.1111 -1.5982
H: -1.5666 0.1709 -1.8150
H: -0.7195 -1.3991 -1.5318
H: 0.0150 0.1716 -2.4494
H: 2.3168 0.0944 0.2091
H: 1.6753 -1.1914 -0.7617
H: 0.4004 -2.2410 1.0962
H: 1.2718 -1.1703 2.1212
H: -1.7124 -1.0670 2.2597

Forces on the atoms, in the same order (eV/Å):
C 1.50 1.48 0.47
C -0.97 -0.60 1.31
C -0.54 -0.81 -0.85
C -0.08 2.81 1.08
C 1.27 0.91 -1.34
N -1.32 1.91 -2.46
C 1.58 -0.96 -0.13
O 0.83 0.29 -0.46
H -0.93 -0.46 0.11
H 0.05 -0.58 0.09
H -0.24 -0.64 0.26
H 0.41 -0.08 0.93
H 0.60 1.76 -0.38
H -0.29 -1.39 0.90
H -1.27 -1.11 0.40
H 0.56 -1.76 -1.55
H -0.60 -0.63 -0.24
H -0.03 0.30 1.01
H -0.52 -0.44 0.86

***

Density functional theory data (ωB97M-V/def2-TZVPD) for an isolated molecule of C6H11NO.

Its total charge is 0. The HOMO energy is -8.35 eV. Its SMILES is NC[C@@]12CCO[C@H]1C2. Its spin multiplicity is 1.

Positions of all 19 atoms, in Å:
N: 1.8337 -0.2818 -1.0659
C: 1.3309 0.3034 0.1850
C: 0.1149 -0.4180 0.6593
C: -0.9256 0.6074 1.1413
C: -1.3849 1.2431 -0.2476
O: -0.8490 0.3878 -1.3185
C: -0.7134 -0.8247 -0.5895
C: 0.1432 -1.8368 0.1578
H: 1.2736 0.0636 -1.8305
H: 2.8105 0.0580 -1.2068
H: 1.1561 1.3812 0.0610
H: 2.0997 0.2300 0.9644
H: -1.7220 0.1017 1.6614
H: -0.5841 1.3836 1.8520
H: -2.4925 1.1981 -0.3423
H: -1.0622 2.3297 -0.3170
H: -1.6783 -1.1833 -0.3268
H: -0.5270 -2.5878 0.5705
H: 1.1766 -2.1551 -0.0080

Forces on the atoms, in the same order (eV/Å):
N 2.14 0.77 0.15
C 1.14 0.39 -0.45
C -2.17 0.59 -0.36
C 0.30 -0.11 0.43
C -0.44 0.60 0.41
O 0.43 0.08 0.09
C 0.51 -0.02 0.66
C 0.90 -0.25 0.35
H -0.01 0.09 -0.18
H -1.18 -0.43 -0.03
H -0.26 -0.13 0.16
H 0.07 -0.13 -0.16
H -0.59 -0.14 -0.06
H 0.23 -0.27 -0.43
H 0.62 0.17 0.15
H -0.17 -1.41 -0.45
H -1.12 0.20 0.16
H 0.20 0.05 -0.07
H -0.62 -0.06 -0.37

***

For the records above, the corresponding relative energy (zero: lowest compared OMol25 entry of this formula, charge and spin) values read 103.50, 95.40, 166.18, 123.01, 170.68, 106.60, 27.31, 85.02, 180.03, 40.19, 45.21, 115.59 kcal/mol.